<1>
Molecular formula: C2H3OPS
Method: DFT, ωB97M-V/def2-TZVPD

Element x y z (Å)
C  -0.048  0.350  0.600
C  0.337  -0.898  0.327
O  0.655  1.455  0.166
P  1.691  1.448  -1.066
S  1.646  -1.307  -0.717
H  -0.831  0.607  1.297
H  -0.157  -1.732  0.797
H  0.815  1.073  -2.125

Calculated values
- multiplicity = 1
- molecular weight (Da) = 106.09
- orbital gap (eV) = 6.858
- highest occupied orbital energy (eV) = -7.99
- lowest unoccupied orbital energy (eV) = -1.1

---

<2>
Molecular formula: C2H3OPS
Method: DFT, ωB97M-V/def2-TZVPD

Element x y z (Å)
C  -2.403  -0.082  1.231
C  -2.096  -0.333  0.102
O  4.092  0.632  -0.654
P  1.537  -0.170  -1.543
S  2.772  0.591  -0.063
H  -2.631  0.231  2.252
H  -1.736  -0.517  -0.854
H  0.464  -0.351  -0.471

Calculated values
- multiplicity = 1
- molecular weight (Da) = 106.09
- orbital gap (alpha / beta) (eV) = 7.774 / 7.807
- highest occupied orbital energy (alpha / beta) (eV) = -9.39 / -9.33
- lowest unoccupied orbital energy (alpha / beta) (eV) = -1.6 / -1.5

---

Least stable = <2>

---

<1>
Molecular formula: C5H12N2O2
Method: DFT, ωB97M-V/def2-TZVPD

Element x y z (Å)
C  -0.804  1.492  1.546
C  -1.376  0.456  0.627
O  -1.988  -0.535  1.385
O  -3.107  -1.101  0.727
N  -1.712  0.505  -0.598
H  -2.913  -0.823  -0.205
H  -1.179  1.159  -1.158
H  -1.347  2.433  1.471
H  0.236  1.673  1.282
H  -0.788  1.133  2.572
C  1.167  -1.942  -0.176
N  0.966  0.521  -1.888
C  1.558  0.510  -0.626
C  1.646  -0.574  0.176
H  0.910  1.373  -2.429
H  1.164  -0.225  -2.544
H  2.187  1.366  -0.418
H  2.335  -0.518  1.008
H  0.919  -2.045  -1.232
H  1.884  -2.707  0.119
H  0.242  -2.150  0.364

Calculated values
- multiplicity = 1
- molecular weight (Da) = 132.16
- orbital gap (eV) = 9.217
- highest occupied orbital energy (eV) = -8.42
- lowest unoccupied orbital energy (eV) = 0.8
- structure (SMILES) = [H]/N=C(\C)OO.C/C=C\N

---

<2>
Molecular formula: C5H12N2O2
Method: DFT, ωB97M-V/def2-TZVPD

Element x y z (Å)
C  1.925  1.647  1.063
C  -0.081  0.972  -0.393
C  -0.887  1.927  0.193
O  1.598  1.275  -0.121
H  -0.133  0.846  -1.470
H  0.819  0.079  1.710
H  1.369  2.458  1.542
H  2.883  1.289  1.441
H  -0.778  2.206  1.229
H  -1.704  2.342  -0.374
C  -1.707  -1.009  0.062
N  0.686  -1.421  -0.508
C  -0.248  -0.583  0.213
N  0.361  -1.646  -1.864
O  0.105  -0.594  1.543
H  0.906  -2.250  0.036
H  1.216  -1.675  -2.407
H  -0.163  -2.506  -2.008
H  -1.810  -2.045  0.392
H  -2.026  -0.922  -0.975
H  -2.333  -0.388  0.696

Calculated values
- multiplicity = 1
- molecular weight (Da) = 132.16
- orbital gap (alpha / beta) (eV) = 6.413 / 8.571
- highest occupied orbital energy (alpha / beta) (eV) = -6.92 / -8.02
- lowest unoccupied orbital energy (alpha / beta) (eV) = -0.5 / 0.6

---

Least stable = <2>

---

<1>
Molecular formula: C5H12N2O2
Method: DFT, ωB97M-V/def2-TZVPD

Element x y z (Å)
C  -1.154  0.131  0.612
C  -1.240  -1.202  1.283
C  -2.124  0.449  -0.479
C  1.147  1.853  0.491
N  0.729  0.673  0.289
H  -1.165  0.924  1.355
H  -0.409  -1.345  1.977
H  -1.287  -2.026  0.575
H  -2.142  -1.202  1.912
H  -3.077  0.739  -0.012
H  -1.759  1.277  -1.088
H  -2.324  -0.414  -1.110
H  0.737  2.447  1.312
H  1.985  2.252  -0.086
C  1.170  -0.350  -1.036
N  2.144  -1.226  -0.463
O  1.789  0.581  -1.901
O  0.082  -0.918  -1.419
H  2.424  0.062  -2.417
H  2.764  -0.718  0.161
H  1.712  -1.987  0.045

Calculated values
- multiplicity = 1
- molecular weight (Da) = 132.16
- orbital gap (eV) = 8.698
- highest occupied orbital energy (eV) = -8.51
- lowest unoccupied orbital energy (eV) = 0.2

---

<2>
Molecular formula: C5H12N2O2
Method: DFT, ωB97M-V/def2-TZVPD

Element x y z (Å)
C  -0.089  -0.289  -1.884
C  -1.711  0.869  -1.242
N  -0.122  -1.524  -1.295
O  1.023  0.422  -1.776
H  1.578  0.114  -0.986
H  -0.525  -0.255  -2.878
H  0.316  -1.640  -0.392
H  -0.960  -2.069  -1.424
H  -1.526  1.714  -1.906
H  -2.237  1.183  -0.338
H  -2.432  0.199  -1.718
C  0.209  1.298  0.978
C  1.012  0.141  1.292
C  0.639  -0.683  2.495
N  1.271  -1.712  2.872
O  1.920  -0.297  0.550
H  2.063  -1.886  2.242
H  -0.248  -0.380  3.050
H  -0.495  1.069  -0.003
H  -0.489  1.594  1.755
H  0.803  2.133  0.608

Calculated values
- multiplicity = 1
- molecular weight (Da) = 132.16
- orbital gap (eV) = 7.369
- highest occupied orbital energy (eV) = -8.02
- lowest unoccupied orbital energy (eV) = -0.6

---

<3>
Molecular formula: C5H12N2O2
Method: DFT, ωB97M-V/def2-TZVPD

Element x y z (Å)
C  -2.018  -0.711  0.821
C  -1.187  0.244  -0.002
N  -1.939  1.215  -0.653
O  -0.100  -1.738  -0.883
N  -0.105  -0.316  -0.805
H  0.001  -1.923  -1.826
H  -1.373  1.859  -1.189
H  -2.886  0.964  -0.899
H  -2.626  -1.329  0.163
H  -2.664  -0.135  1.479
H  -1.372  -1.359  1.405
C  1.890  1.190  -0.660
C  1.654  -0.705  0.993
C  0.922  0.316  0.130
O  -0.050  1.038  0.830
H  2.513  1.748  0.035
H  1.333  1.893  -1.276
H  2.521  0.576  -1.301
H  0.945  -1.354  1.503
H  2.323  -1.316  0.390
H  2.217  -0.158  1.746

Calculated values
- multiplicity = 1
- molecular weight (Da) = 132.16
- orbital gap (eV) = 9.883
- highest occupied orbital energy (eV) = -9.06
- lowest unoccupied orbital energy (eV) = 0.8
- structure (SMILES) = CC1(C)O[C@@](C)(N)N1O

---

<4>
Molecular formula: C5H12N2O2
Method: DFT, ωB97M-V/def2-TZVPD

Element x y z (Å)
C  -1.135  0.537  0.261
C  0.052  1.619  0.025
C  -0.515  -0.774  0.836
C  0.490  1.513  -1.293
C  -1.351  -1.946  0.537
N  0.781  -0.962  0.206
N  1.987  -0.209  0.483
O  1.111  2.604  -1.764
O  0.360  0.460  -1.951
H  -1.842  0.962  0.859
H  -1.500  0.281  -0.757
H  -0.051  2.521  0.469
H  1.170  1.048  0.446
H  -0.318  -0.513  1.918
H  -1.302  -2.080  -0.514
H  -2.366  -1.748  0.856
H  -0.957  -2.797  1.100
H  1.000  -1.964  0.272
H  2.345  -0.535  1.335
H  1.413  2.562  -2.598
H  0.629  -0.577  -0.726

Calculated values
- multiplicity = 1
- molecular weight (Da) = 132.16
- orbital gap (eV) = 8.331
- highest occupied orbital energy (eV) = -7.48
- lowest unoccupied orbital energy (eV) = 0.8

---

Least stable = <4>

---

<1>
Molecular formula: C5H12N2O2
Method: DFT, ωB97M-V/def2-TZVPD

Element x y z (Å)
C  1.911  0.304  0.265
N  0.624  -0.098  -0.314
N  0.752  -0.079  -1.736
C  0.085  -1.375  0.300
C  -0.374  -2.384  -0.469
H  0.953  -1.038  -2.035
H  -0.179  0.140  -2.088
H  0.596  -1.599  1.226
H  2.701  -0.384  -0.044
H  2.167  1.292  -0.112
H  1.845  0.317  1.350
H  -0.980  -2.184  -1.341
H  -0.401  -3.380  -0.060
C  -0.709  2.087  0.966
C  -1.168  1.015  0.023
O  -1.805  -0.149  0.988
O  -1.651  1.131  -1.072
H  -2.543  -0.580  0.532
H  -0.116  2.817  0.417
H  -0.122  1.630  1.759
H  -1.586  2.516  1.444

Calculated values
- multiplicity = 1
- molecular weight (Da) = 132.16
- orbital gap (eV) = 9.730
- highest occupied orbital energy (eV) = -8.82
- lowest unoccupied orbital energy (eV) = 0.9
- structure (SMILES) = C=CN(C)N.CC(=O)O

---

<2>
Molecular formula: C5H12N2O2
Method: DFT, ωB97M-V/def2-TZVPD

Element x y z (Å)
C  -0.910  0.176  0.590
C  1.909  0.512  -1.174
C  1.991  -1.456  0.187
C  -0.964  1.707  0.519
N  1.255  -0.240  -0.117
N  -0.170  -0.439  -0.466
C  -2.268  -0.590  0.317
O  -2.988  -0.632  1.449
O  -2.747  -0.911  -0.741
H  -3.915  -0.837  1.244
H  -0.457  -0.304  -1.430
H  -0.638  -0.087  1.616
H  2.001  -0.066  -2.106
H  2.903  0.811  -0.844
H  1.347  1.422  -1.377
H  1.491  -1.964  1.008
H  2.075  -2.128  -0.677
H  2.997  -1.188  0.508
H  -1.251  2.047  -0.475
H  -1.692  2.079  1.237
H  0.032  2.087  0.733

Calculated values
- multiplicity = 1
- molecular weight (Da) = 132.16
- orbital gap (eV) = 9.223
- highest occupied orbital energy (eV) = -8.39
- lowest unoccupied orbital energy (eV) = 0.8
- structure (SMILES) = C[C@H](NN(C)C)C(=O)O

---

Least stable = <1>

---

<1>
Molecular formula: C7H15NO2S
Method: DFT, ωB97M-V/def2-TZVPD

Element x y z (Å)
C  -0.399  0.552  1.934
C  -0.642  0.686  0.468
C  -1.047  -0.565  1.182
C  -0.222  -1.881  1.178
C  -2.603  -0.826  1.455
C  1.783  1.949  -0.832
C  1.294  0.562  -0.903
N  1.589  0.337  -3.565
O  -0.013  -1.321  -2.189
O  -0.568  1.060  -2.690
S  0.405  0.060  -2.329
H  0.603  0.428  2.481
H  -1.114  1.170  2.438
H  -1.382  1.472  0.220
H  -0.686  -2.580  0.488
H  -0.170  -2.256  2.184
H  0.846  -1.611  0.957
H  -2.927  0.054  1.800
H  -2.610  -1.599  2.319
H  -3.006  -1.399  0.606
H  2.108  2.338  0.095
H  1.020  2.607  -1.155
H  2.631  2.205  -1.339
H  1.792  -0.225  -0.512
H  2.385  -0.285  -3.456
H  1.236  0.063  -4.507

Calculated values
- multiplicity = 1
- molecular weight (Da) = 177.27
- orbital gap (eV) = 8.988
- highest occupied orbital energy (eV) = -9.08
- lowest unoccupied orbital energy (eV) = -0.1

---

<2>
Molecular formula: C7H15NO2S
Method: DFT, ωB97M-V/def2-TZVPD

Element x y z (Å)
C  -1.975  1.605  -0.990
C  -4.110  0.761  1.313
C  -0.487  -0.584  -0.039
C  2.215  -1.450  -0.733
C  2.728  1.046  -0.752
C  1.828  -0.004  1.305
C  1.825  -0.058  -0.230
N  -3.016  -1.160  -0.602
O  -0.457  -1.569  0.595
O  0.451  0.192  -0.571
S  -2.203  0.274  -0.079
H  -1.137  1.450  -1.737
H  -2.767  2.257  -1.304
H  -4.086  -0.009  2.176
H  -3.540  1.619  1.628
H  1.412  -2.021  -0.468
H  2.216  -1.358  -1.783
H  3.109  -1.781  -0.315
H  2.364  1.698  -1.529
H  3.584  0.521  -1.090
H  3.057  1.739  0.152
H  1.116  0.688  1.764
H  1.497  -0.992  1.685
H  2.824  0.156  1.789
H  -2.490  -1.966  -0.056
H  -3.960  -1.054  -0.129

Calculated values
- multiplicity = 1
- molecular weight (Da) = 177.27
- orbital gap (alpha / beta) (eV) = 7.443 / 7.441
- highest occupied orbital energy (alpha / beta) (eV) = -7.90 / -7.90
- lowest unoccupied orbital energy (alpha / beta) (eV) = -0.5 / -0.5

---

Least stable = <2>

---

<1>
Molecular formula: C14H16
Method: DFT, ωB97M-V/def2-TZVPD

Element x y z (Å)
C  -1.053  -0.810  3.393
C  -1.499  -0.759  -0.303
C  -0.929  -0.574  0.961
C  -2.703  -1.471  -0.387
C  -1.579  -1.226  2.028
C  -3.129  -2.236  0.657
C  -2.584  -2.117  1.915
H  -1.037  -0.446  -1.283
H  -0.012  0.121  1.162
H  -3.281  -1.539  -1.220
H  -4.090  -2.803  0.638
H  -0.059  -0.251  3.226
H  -0.951  -1.731  3.981
H  -2.767  -2.893  2.629
H  -1.749  -0.298  4.069
C  4.068  0.615  -0.583
C  1.888  1.424  -0.095
C  2.743  1.032  -1.070
C  0.574  1.783  -0.401
C  2.259  0.957  -2.459
C  0.183  1.906  -1.686
C  1.075  1.575  -2.663
H  2.171  1.321  0.874
H  -0.102  1.951  0.493
H  3.994  -0.273  -0.053
H  4.575  1.470  -0.009
H  2.729  0.526  -3.286
H  -0.818  2.147  -2.020
H  0.768  1.675  -3.686
H  4.763  0.434  -1.365

Calculated values
- multiplicity = 1
- molecular weight (Da) = 184.28
- orbital gap (eV) = 9.804
- highest occupied orbital energy (eV) = -8.87
- lowest unoccupied orbital energy (eV) = 0.9
- structure (SMILES) = Cc1ccccc1.Cc1ccccc1

---

<2>
Molecular formula: C14H16
Method: DFT, ωB97M-V/def2-TZVPD

Element x y z (Å)
C  1.040  -1.548  -2.188
C  1.007  0.644  -0.974
C  0.834  -0.076  -2.188
C  0.881  1.949  -0.925
C  0.615  2.668  -2.050
C  0.725  0.667  -3.370
C  0.440  2.006  -3.242
H  1.211  0.158  -0.074
H  0.902  2.474  0.024
H  1.385  -2.058  -1.280
H  1.902  -2.019  -2.869
H  0.596  3.638  -1.875
H  0.966  0.141  -4.271
H  0.347  2.515  -4.201
H  0.177  -2.146  -2.519
C  -2.437  -0.926  0.637
C  -0.454  -1.743  1.878
C  -1.412  -0.735  1.740
C  0.416  -1.497  2.908
C  -1.199  0.455  2.372
C  0.499  -0.332  3.669
C  -0.218  0.817  3.303
H  -0.409  -2.571  1.217
H  1.056  -2.305  3.207
H  -2.287  -1.803  0.069
H  -2.321  -0.210  -0.158
H  -1.887  1.342  2.111
H  1.062  -0.447  4.571
H  0.015  1.829  3.530
H  -3.452  -0.889  0.948

Calculated values
- multiplicity = 1
- molecular weight (Da) = 184.28
- orbital gap (eV) = 9.743
- highest occupied orbital energy (eV) = -8.86
- lowest unoccupied orbital energy (eV) = 0.9
- structure (SMILES) = Cc1ccccc1.Cc1ccccc1

---

Least stable = <1>